No. 1
The following is a DFT calculation (the ωB97M-V functional and the def2-TZVPD basis) of C38H53BrNP3Pd as an isolated structure in a non-equilibrium geometry.

Atoms and positions in Å:
H 6.34861 -1.92180 -2.65724
H -3.02648 1.46654 1.99713
H -0.77655 0.61794 -3.72499
C -0.68170 -0.86595 3.93051
H 5.96809 1.50330 -1.54125
C -4.59392 3.64840 -3.98983
C 5.05535 -2.16862 2.09903
H 3.31712 -1.98820 -1.98041
H -2.82378 1.12407 3.77859
C 0.68404 1.25660 -2.20959
H 1.31141 -2.78587 -3.76529
Pd -1.10798 0.02257 0.13642
H -4.04272 2.24715 -5.57247
H -0.59355 -4.21506 4.63803
H -1.88784 3.10999 2.91977
H -2.13810 -3.73268 -1.76599
H 1.54640 0.77606 -2.65904
H 0.06355 -1.51518 -3.67014
C -0.59839 -3.13383 4.81485
C -0.50667 -2.64800 6.13299
H 0.41761 -4.39768 -0.23591
C -0.81693 3.01760 3.14269
H 4.19142 -0.52987 -2.61304
H 5.28579 -1.17654 2.49520
H -2.02195 -5.11708 -0.04969
H -0.48977 0.71342 5.43870
C 0.40965 -2.45986 -3.21895
H 4.60422 -2.75461 2.90019
H -2.09486 -4.32807 1.55348
H -3.37668 3.87916 -2.19529
H -0.28474 2.80876 0.63662
H 6.01577 -2.61610 1.81513
C -0.61480 1.01731 -2.73477
H 1.73796 0.72116 3.29858
C 1.90578 2.82556 3.79594
C -1.42387 -4.77202 0.80676
C -2.96698 1.93800 -3.04839
H 5.54536 2.59000 -0.19930
H 2.95967 2.74288 4.07110
H -0.98137 -5.67339 1.26234
H -3.26205 1.21845 -3.81119
C -0.70434 -2.26150 3.71529
H 3.12203 -1.67327 1.08530
H -3.76230 -3.07841 -0.04297
P -1.01247 0.25357 2.47510
H 1.79958 4.96745 4.21869
H 3.64088 0.91329 -0.74721
C 0.85121 2.26717 -1.20272
H 4.02685 -3.12104 0.41740
C -2.74803 0.72969 2.75928
H 4.22847 0.78709 0.93781
C 5.72533 1.54586 -0.47495
P -0.66478 -2.23881 -0.55587
H 6.62277 1.19292 0.04551
C -2.15432 -2.66168 -1.50371
H -4.25403 -2.14712 -1.49485
H -0.81694 -2.66407 2.68899
H -2.47594 2.74993 -0.56185
C -0.10486 4.15859 3.55461
H -0.46984 -3.34234 6.98879
C -1.64705 2.13697 -0.91993
H -3.34954 -0.17696 2.62601
C -3.44945 -2.29318 -0.75334
C -0.28652 -3.81878 0.39520
C -0.53871 -0.37058 5.25090
C -5.44006 4.75915 -3.69523
H -5.71817 3.17567 -7.20943
N -6.47245 4.60572 -5.86074
C 1.21520 1.68434 3.36991
C 4.29163 -1.48628 -2.06495
H 1.45004 -3.03536 -1.40892
C -4.70211 3.07351 -5.28681
H -2.08627 -2.07560 -2.43228
C 5.35592 -2.38204 -2.72954
H 1.25165 -1.29240 -1.59555
H -0.35991 -3.23484 -3.37451
C 1.25593 4.06700 3.89086
H 0.28807 -3.51296 1.28684
H -5.39556 5.29301 -2.73631
H -7.09736 5.99085 -4.42327
Br 2.23078 3.47837 -0.98783
C -0.15774 1.76940 3.06878
H 5.44063 -3.36039 -2.24381
H 5.13238 -2.54119 -3.78839
C -5.64713 3.60670 -6.19928
C 4.11917 -2.11432 0.87440
C -3.62278 3.15333 -2.99452
H -0.62136 5.12597 3.57586
C -0.47108 -1.25938 6.33392
H -3.31842 -1.34645 -0.18556
P 4.87662 -1.07124 -0.40832
C -6.38347 5.18169 -4.65115
C -1.77636 1.63907 -2.22164
C 0.74414 -2.25695 -1.73664
C -0.33573 2.25481 -0.31229
C 4.50798 0.67395 -0.12176
H -0.38824 -0.86247 7.34538

Cartesian forces (eV/Å) of the 2 atoms listed first:
-0.2594 0.0045 -0.0058
-0.0765 -0.1659 0.2694

Results
- LUMO (alpha / beta): -0.262 / -0.261 eV
- Energy: -5260.37620 a.u.
- F_max: 5.0 eV/Å
- 2S+1: 1
- Charge: 0



No. 2
The following is a DFT calculation (the ωB97M-V functional and the def2-TZVPD basis) of C26H27IrN6O6S as an isolated structure in a non-equilibrium geometry.

Atoms and positions in Å:
C -0.27680 4.78200 -1.09620
H 0.16350 -1.55180 -3.38600
N -1.56870 -3.95420 -2.46640
C -3.38530 -2.67730 -4.63140
C -3.39750 -4.50510 -6.71590
S -2.07730 -1.63530 -1.44050
O -0.55590 -1.61260 1.49200
C -1.35130 -2.64770 -2.59060
H -0.15690 -0.29420 6.48640
C -4.55330 -3.33990 -4.96900
H -1.86280 -7.31940 -1.77450
H -0.32830 -3.25830 3.40530
H -0.34990 2.22940 2.65720
N 3.17860 -0.93720 -0.64860
O 1.39240 -1.43180 -1.96960
N -0.25400 2.31400 0.24830
C -0.10350 3.55830 -1.77200
H -5.47060 -4.78920 -6.25560
H 4.13230 -0.59400 -0.65990
C -2.07180 -6.09800 -3.55500
H -3.38650 -7.52140 -2.63350
H -3.39830 -5.20770 -7.53690
C 2.65200 -1.26140 -1.92260
H 0.54840 4.74600 -4.88040
O -0.54310 4.86450 0.21450
C 0.12480 5.95710 -3.16300
O -0.17640 1.18580 -1.73330
C -4.56080 -4.26370 -6.00190
C -0.30210 -2.22600 3.72060
H -0.33480 6.89900 -1.28890
C 0.31390 4.75210 -3.82870
N -0.32760 1.16260 0.91280
O -0.16580 -1.83530 -5.82990
C -0.35180 1.22940 2.21120
C 0.18850 3.56800 -3.13820
H 2.47830 0.46190 0.65330
C -1.00710 -5.05030 -3.22260
H -3.12710 -6.09010 -1.65310
H -1.61480 -6.84560 -4.20390
N 2.33670 -0.51650 0.40040
N -0.64140 -2.13860 -3.64580
H -2.88190 -5.62170 -4.10810
C -2.20650 -2.94340 -5.32130
H 2.47740 -1.10590 1.22240
C -0.18860 2.25880 -1.08600
C -0.18630 -1.89350 5.04070
H -0.21100 -5.50780 -2.62200
C -0.20450 -0.55020 5.43900
C -0.28840 0.43350 4.48990
C -2.64090 -6.79450 -2.32370
H 0.21760 6.88530 -3.70520
H -0.56560 -4.65950 -4.13930
O 3.44010 -1.40690 -2.82980
H -3.40720 -1.93840 -3.84540
C -0.41280 -1.23810 2.69920
H 0.32230 2.61840 -3.63110
H -0.09340 -2.67010 5.78700
C -0.17180 5.97260 -1.81790
H -0.28660 1.47280 4.78570
C -0.35950 0.13940 3.11540
H -2.07860 -4.21120 -1.62990
H -5.46340 -3.13230 -4.42490
H -1.32050 -4.02090 -6.94010
C -0.91750 -2.26450 -4.99120
C -2.22860 -3.84410 -6.38340
H -0.55930 3.94170 0.57190
Ir -0.00590 -0.69360 -0.39770

Cartesian forces (eV/Å) of the 2 atoms listed first:
0.0109 -0.1316 -0.1053
-0.1155 0.0272 0.0440

Results
- LUMO: -1.586 eV
- Energy: -2289.43419 a.u.
- F_max: 3.5 eV/Å
- 2S+1: 1
- Charge: 0



No. 3
The following is a DFT calculation (the ωB97M-V functional and the def2-TZVPD basis) of C24H15F5IrN6OSbSe5Te as an isolated structure in a non-equilibrium geometry.

Atoms and positions in Å:
N 2.52183 1.63777 0.33090
Ir -0.04347 0.79440 -0.84432
Sb -0.67399 3.19919 -4.00149
H 2.63824 1.62544 5.07779
Te -1.76576 2.29886 2.41237
C 2.01655 -2.99511 -1.64525
N 1.47658 1.04619 0.67402
C 1.40960 0.72881 2.06822
C 3.83047 2.34965 -1.53685
C 1.56890 1.42574 -1.86581
H 4.58636 2.68779 -0.83945
C 0.56564 -0.29550 2.45942
C 0.48774 -0.65108 3.79902
C 1.70236 -1.65392 -1.47432
Se -0.90015 3.05310 -0.70335
F -2.09027 4.16527 2.55752
C 2.62363 1.85593 -1.04328
F -3.65925 2.30914 2.61154
C 1.06238 -3.94721 -1.36243
C -2.51524 -3.97731 -0.07053
C 1.84301 1.36856 -3.23391
H 1.24986 -5.00438 -1.49335
Se -1.55602 1.01348 -2.77698
C -0.17856 -3.53316 -0.88929
C 4.03109 2.36784 -2.90342
F -1.02380 2.64064 4.12003
C 2.07764 1.06837 4.33854
H 1.15459 -0.22263 5.78608
N -1.14857 -5.75966 -0.72225
H 4.95025 2.76059 -3.31760
H -0.20244 -1.42537 4.10282
H 1.11327 0.96986 -3.92776
Se -2.70904 -6.46416 -0.22511
H -4.73292 -2.69738 0.85431
H 2.99820 -3.26653 -2.00553
F 0.03884 3.36002 1.06888
C 2.17156 1.42060 3.00715
C 1.24133 0.02921 4.73730
C -3.00628 0.15229 0.26393
N 0.51143 -1.24931 -1.03925
Se -0.28593 2.49123 -6.32307
H 3.19460 1.83070 -4.81304
F -2.15294 0.53437 3.32324
N -1.82122 -0.33430 -0.08250
H -0.03482 -0.80921 1.72219
C -3.93567 -2.02191 0.57558
O -2.36383 3.05249 0.06567
Se -2.83200 4.21572 -4.68216
C 3.04565 1.84700 -3.74012
H 2.41746 -0.87527 -1.70065
C -1.69186 -1.67137 -0.20055
H -3.11256 1.23009 0.23663
H -4.99169 -0.18805 0.96223
C -1.25058 -4.46860 -0.56905
C -4.07846 -0.65903 0.62986
H 2.79699 2.23786 2.68074
N -3.42394 -4.88145 0.17294
C -0.41873 -2.16944 -0.72322
C -2.72607 -2.54686 0.11696

Cartesian forces (eV/Å) of the 2 atoms listed first:
0.0593 -0.0605 -0.0074
0.1881 0.0731 0.0420

Results
- LUMO (alpha / beta): 0.325 / 0.325 eV
- Expectation value of S²: 0.76
- Energy: -14446.64414 a.u.
- F_max: 1.5 eV/Å
- 2S+1: 2
- Energy above the lowest of the compared OMol25 structures with the same formula, charge and spin: 16.6 kcal per mole
- Charge: -1



No. 4
The following is a DFT calculation (the ωB97M-V functional and the def2-TZVPD basis) of a 7-piece molecular cluster, C35H61ClO10 overall.

Atoms and positions in Å:
H -2.78015 0.74226 2.96244
H 4.29594 2.01295 -5.47490
H 1.12231 2.69131 -5.80801
H -1.00815 3.57847 -7.80437
H 4.89783 1.80921 -7.81009
C -0.12508 1.62109 -8.02736
C -1.68926 -1.01629 -0.05077
O 3.84605 -1.69115 3.56880
C 3.45375 0.17806 -7.47716
H 2.57634 -3.24739 3.09138
O -1.07535 1.50081 2.07878
H -3.80341 -2.57480 -0.48887
C -5.12729 -5.76515 3.12292
H -2.93679 -3.06374 -1.91845
H -2.69396 2.96228 3.88269
H 4.14410 -0.15973 -1.76792
C 1.04148 1.46097 -1.20068
H -3.74963 -3.17198 1.60211
C 1.67437 -1.82222 4.49460
C -0.22543 0.67052 -1.06158
C -2.81307 2.92973 2.79687
H 5.61278 0.21394 -7.55322
H -1.21108 1.10147 8.32217
C -5.77873 -5.58751 1.75808
H 2.52453 -2.67255 -1.81966
C -0.63222 3.15957 8.02146
H 4.17047 -2.37889 -2.33636
H 0.88150 1.22038 -8.19783
H -2.01028 3.98293 1.08986
C 2.15273 -0.21279 -2.46706
C 3.44052 -2.14269 -1.56863
H -0.22213 3.79296 -5.49286
C 2.33592 -0.53261 4.97207
C -0.38812 -0.27953 -0.13236
H -5.94842 -6.53265 1.24123
O 4.05294 -0.01254 -5.19923
H -1.53143 4.71513 2.62492
C 3.80613 -0.82668 4.70862
H -2.34538 1.98244 7.29306
H 2.00348 0.30847 4.35942
H -0.79193 1.98588 5.43555
C 3.36356 -0.70755 -6.24316
H 1.64467 1.37750 -0.30230
H 3.81929 -2.55001 -0.63727
H 2.13080 -0.29125 6.01288
C -0.53755 2.82513 2.16076
C 4.79411 0.87519 -7.26017
C -2.49350 1.53734 2.27366
O -0.73353 0.88886 -6.96383
H -3.82635 3.24599 2.55586
O -4.88223 -4.78590 0.98605
H 1.29727 2.35311 8.61681
H 3.39674 -0.38748 -8.40572
H 0.62010 -1.70598 4.24143
H 2.96663 -0.36846 -0.43956
H 5.79720 1.08091 -5.32196
C 2.53124 -2.17530 3.28761
H 0.75935 2.50605 -1.30476
H -3.52466 -4.51541 3.97650
C -0.06799 3.07295 -7.57166
H 4.38646 0.07128 4.49515
H -0.46047 1.12660 -4.93081
H 1.31565 -0.91652 -2.41818
H -0.96216 3.99784 7.40346
C -3.87632 -4.22434 1.83790
H -0.70962 1.48245 -8.93799
H 4.26720 -1.34430 5.55719
O -1.40809 2.03772 -2.57394
H 1.41809 3.76042 7.54461
H -0.38626 0.42410 6.17414
H -4.43852 -6.61272 3.10481
H 2.64419 0.91162 -7.47384
C -1.29311 1.86909 7.54945
C -0.43172 1.49985 6.34986
O 1.73129 1.13402 -2.37992
H -0.83724 3.40361 9.06244
H 2.16748 -1.67764 2.38279
O 0.52893 -0.61961 0.79363
C 3.21724 -0.63122 -1.45861
C -1.72988 3.76944 2.12374
C -2.48935 -1.09147 -1.30519
H 3.85863 -1.67097 -6.40693
H -6.73577 -5.06074 1.84055
H -5.01704 -3.65612 3.57981
H 2.33534 -0.89493 -5.93003
C 4.79489 1.07806 -5.75133
H -1.83671 1.99962 -5.61979
C -4.34756 -4.46032 3.26567
H 0.05299 -0.63930 1.63496
H 0.15518 2.98069 1.33250
C -0.79634 1.70587 -5.78645
O -2.04202 -1.53386 0.99346
H 0.01804 2.91785 3.10015
H -5.85308 -5.93371 3.91707
O 0.88397 1.99048 6.63114
C 0.83778 2.86383 7.76384
H 1.75646 -2.59680 5.26091
H -2.92842 -4.73892 1.64341
H -2.98335 1.35407 1.31005
Cl -3.09821 -0.12782 -3.75687
C 0.08313 2.91598 -6.06054
C -1.30543 0.96032 -2.01752
H -4.28130 -1.97061 -2.08679
H 0.74271 3.62975 -8.04001
H 2.58706 -0.31148 -3.45408
C -2.28752 -0.15163 -2.24663
C -3.44834 -2.22519 -1.44815

Cartesian forces (eV/Å) of the 2 atoms listed first:
0.0470 -0.0418 -0.0265
0.0283 0.0286 -0.0183

Results
- LUMO: -1.143 eV
- Energy: -2582.68122 a.u.
- F_max: 0.9 eV/Å
- 2S+1: 1
- SMILES string: CCCOCC1=C(O)C(=O)C(C)=C(Cl)C1=O.C1CCOC1.C1CCOC1.C1CCOC1.C1CCOC1.C1CCOC1.C1CCOC1
- Charge: 0



Which formula does entry 4 have?
C35H61ClO10